Entry 1:
Formula: C20H19F4
Source: the OMol25 dataset
Level of theory: ωB97M-V/def2-TZVPD

Its energy relative to the best compared isomer or geometry (same formula, charge and spin) is 90.0 kJ/mol. Its HOMO energy is -11.35 eV. The value obtained for the gap between HOMO and LUMO is 4.4 eV. As for the charge: +1. Its LUMO energy is -6.9 eV.

Each line ends with the Mulliken charge.
Element x y z (Å)
C1 -1.91067 -2.71311 1.39336  -1.38
C2 -0.42165 -2.61071 1.37267  0.90
C3 0.26156 -1.44412 1.32374  0.01
C4 1.75452 -1.38917 1.47503  -1.01
C5 2.47101 -2.71208 1.14073  -0.76
C6 1.76621 -3.91445 1.76501  -0.87
C7 0.28018 -3.94430 1.41248  -0.76
H1 -2.18946 -3.77600 1.33969  0.39
H2 -2.34205 -2.30260 2.31688  0.30
H3 -2.40417 -2.18707 0.56487  0.22
H4 -0.24907 -0.47976 1.30844  0.23
H5 2.19261 -0.57902 0.87594  0.32
H6 1.99093 -1.14745 2.52662  0.34
H7 2.48738 -2.85537 0.05357  0.31
H8 3.50849 -2.67554 1.49163  0.35
H9 2.22518 -4.84449 1.40838  0.33
H10 1.87431 -3.88780 2.85576  0.34
H11 -0.26078 -4.59649 2.11091  0.45
H12 0.17875 -4.41230 0.41703  0.32
F1 0.16558 2.07751 -5.25120  -0.28
C8 -0.44378 1.35856 -4.24222  0.28
C9 -1.19914 0.24459 -4.61092  -0.62
C10 -1.84275 -0.40261 -3.55606  0.28
F2 -2.62460 -1.50020 -3.86894  -0.28
C11 -1.74997 0.00084 -2.23287  -0.77
C12 -0.92144 1.11073 -1.85473  0.89
C13 -0.84448 1.43698 -0.46300  0.01
C14 -0.32146 2.61449 0.15881  0.90
C15 -0.53642 2.76818 1.56968  -0.81
C16 0.02722 3.82492 2.26690  0.22
F3 -0.18810 3.91993 3.62953  -0.27
C17 0.80212 4.82136 1.67206  -0.53
C18 0.93183 4.71273 0.28656  0.22
F4 1.64716 5.69704 -0.36599  -0.28
C19 0.37350 3.69283 -0.47497  -0.68
C20 -0.27794 1.79422 -2.93277  -0.74
H13 -1.29154 -0.08026 -5.64617  0.51
H14 -2.33539 -0.49778 -1.46372  0.41
H15 -1.40592 0.76380 0.20496  0.50
H16 -1.17839 2.05439 2.07994  0.50
H17 1.24952 5.63777 2.23693  0.51
H18 0.43628 3.74442 -1.55277  0.49
H19 0.31482 2.67740 -2.74175  0.49

---

Entry 2:
Formula: C20H19InN5O2S3
Source: the OMol25 dataset
Level of theory: ωB97M-V/def2-TZVPD

Its HOMO energy is -11.17 eV. The value obtained for the gap between HOMO and LUMO is 7.4 eV. As for the charge: +1. Its LUMO energy is -3.7 eV.

Each line ends with the Mulliken charge.
Element x y z (Å)
In1 0.23011 1.17882 1.39187  1.79
C1 4.54873 4.35928 0.99106  -0.89
S1 4.63019 3.02705 2.20245  0.04
C2 3.01311 2.39438 2.23988  0.42
S2 1.76618 3.10965 1.24128  -0.43
N1 2.87249 1.43220 3.10502  -1.40
N2 1.62933 0.90136 3.14574  0.54
C3 1.20087 0.33339 4.19734  -0.64
C4 -0.19597 -0.12793 4.18779  1.07
C5 -0.71850 -0.88301 5.22286  -0.85
C6 -2.05096 -1.26341 5.16229  -0.20
C7 -2.81480 -0.88213 4.07230  -0.94
C8 -2.21918 -0.13779 3.06847  0.08
N3 -0.94558 0.24362 3.13385  -0.25
H1 5.55355 4.77741 0.97678  0.34
H2 3.84575 5.12968 1.29708  0.32
H3 4.30091 3.98000 0.00400  0.32
H4 1.81766 0.23746 5.08538  0.44
H5 -0.08628 -1.16799 6.05209  0.42
H6 -2.48491 -1.85533 5.95642  0.44
H7 -3.85482 -1.16120 3.99001  0.42
H8 -2.76108 0.14918 2.17857  0.49
C9 0.16592 -3.39734 -5.62457  -1.43
C10 0.15221 -2.87410 -4.21819  0.95
C11 -0.56456 -3.54701 -3.22688  -0.76
C12 -0.57370 -3.09525 -1.92100  -0.53
C13 0.14724 -1.94880 -1.60462  -0.16
C14 0.87082 -1.25998 -2.56684  -0.27
C15 0.86646 -1.73165 -3.87018  -0.86
S3 0.03185 -1.33280 0.02647  1.72
O1 -0.02753 -2.38683 0.98812  -0.70
O2 1.18669 -0.38067 0.18510  -0.73
N4 -1.25912 -0.42347 0.19556  -0.56
C16 -1.52369 0.59832 -0.69285  0.37
C17 -2.16365 0.46531 -1.92343  -0.52
C18 -2.42222 1.60514 -2.65683  -0.25
C19 -2.04961 2.85691 -2.16668  -0.78
C20 -1.40950 2.92030 -0.95173  -0.32
N5 -1.15861 1.81450 -0.23656  -0.34
H9 -0.84699 -3.59417 -5.97639  0.36
H10 0.71646 -4.33800 -5.67408  0.33
H11 0.63879 -2.69361 -6.30663  0.36
H12 -1.11536 -4.44288 -3.48492  0.43
H13 -1.11684 -3.62424 -1.14935  0.46
H14 1.44051 -0.38230 -2.29447  0.48
H15 1.43562 -1.20730 -4.62714  0.34
H16 -2.44340 -0.51971 -2.26869  0.51
H17 -2.92196 1.52787 -3.61336  0.46
H18 -2.25313 3.76015 -2.72183  0.42
H19 -1.07949 3.85691 -0.52056  0.48

---

Entry 3:
Formula: C20H19OPTc
Source: the OMol25 dataset
Level of theory: ωB97M-V/def2-TZVPD

Its HOMO energy (alpha / beta) is -15.66 / -15.78 eV. The value obtained for the gap between HOMO and LUMO (alpha / beta) is 6.3 / 5.8 eV. As for the charge: +2. Its multiplicity is 4. Its LUMO energy (alpha / beta) is -9.3 / -10.0 eV.

Each line ends with the Mulliken charge.
Element x y z (Å)
Tc1 0.39218 0.88022 -1.96887  -0.69
C1 0.36777 2.66291 -3.12924  -1.09
H1 -0.59446 2.81723 -3.64760  0.41
H2 0.59171 3.59790 -2.58770  0.30
H3 1.14161 2.53736 -3.91288  0.38
H4 1.49624 0.50834 -3.14107  0.26
H5 1.48185 1.85934 -0.82848  0.23
O1 -2.70508 1.40149 -1.97843  -0.34
C2 -1.69139 1.52705 -1.32376  -0.23
C3 -1.60741 2.16056 0.00942  0.79
C4 -2.49364 3.15229 0.41149  -0.68
C5 -2.37492 3.72648 1.67823  -0.61
C6 -1.36063 3.31930 2.56488  -0.61
C7 -0.44368 2.34325 2.17080  -0.58
C8 -0.56621 1.78367 0.89541  0.66
P1 0.54064 0.55144 0.20105  0.77
C9 0.52043 -0.67513 1.47541  0.58
C10 1.65490 -1.15166 2.16435  -0.31
C11 1.47093 -1.93242 3.30042  -0.61
C12 0.18488 -2.27477 3.74568  -0.46
C13 -0.92387 -1.87907 2.99844  -0.73
C14 -0.76816 -1.09554 1.86698  -0.29
C15 0.85323 -1.34334 -1.56213  0.53
C16 -0.19980 -2.23667 -1.49486  0.12
C17 -0.06183 -3.48133 -2.14530  -0.73
C18 1.13900 -3.79984 -2.81362  -0.35
C19 2.24872 -2.93202 -2.70746  -0.63
C20 2.12270 -1.74807 -1.97348  -0.24
H6 -3.23869 3.48516 -0.30204  0.51
H7 -3.09102 4.49061 1.97748  0.44
H8 -1.30412 3.75183 3.56575  0.44
H9 0.34131 1.99672 2.85254  0.48
H10 2.65229 -0.84045 1.84022  0.43
H11 2.32923 -2.26614 3.87855  0.44
H12 0.04321 -2.82606 4.67711  0.44
H13 -1.92512 -2.15240 3.32307  0.43
H14 -1.64102 -0.71614 1.33246  0.41
H15 -1.11592 -1.97997 -0.95401  0.37
H16 -0.88485 -4.19780 -2.12241  0.42
H17 1.22778 -4.72533 -3.38651  0.43
H18 3.20426 -3.17967 -3.18249  0.43
H19 2.98695 -1.11932 -1.76740  0.48

---

Entry 4:
Formula: C20H20BF4N2Sr
Source: the OMol25 dataset
Level of theory: ωB97M-V/def2-TZVPD

Its energy relative to the best compared isomer or geometry (same formula, charge and spin) is 23.1 kJ/mol. Its HOMO energy is -4.70 eV. The value obtained for the gap between HOMO and LUMO is 7.3 eV. As for the charge: -1. Its LUMO energy is 2.6 eV.

Each line ends with the Mulliken charge.
Element x y z (Å)
Sr1 0.42057 -0.30208 -0.87716  1.66
C1 5.16097 -1.18493 -1.54965  -0.79
C2 5.66146 -1.25654 -0.25871  -0.34
C3 4.78652 -1.28602 0.80381  -0.67
C4 3.40214 -1.26883 0.58773  0.30
N1 2.92909 -1.17647 -0.67029  -0.09
C5 3.79151 -1.12856 -1.68945  -0.28
C6 2.40553 -1.35661 1.71982  1.18
C7 2.89380 -1.53026 3.02058  -0.74
C8 2.01259 -1.63625 4.08347  -0.63
C9 0.64590 -1.56285 3.83916  -0.61
C10 0.18847 -1.37879 2.54039  -0.29
C11 1.03293 -1.26833 1.42119  -0.67
H1 5.80278 -1.15028 -2.41844  0.38
H2 6.72939 -1.28042 -0.07772  0.40
H3 5.16924 -1.32422 1.81078  0.30
H4 3.35387 -1.02231 -2.67654  0.38
H5 3.95273 -1.59151 3.23502  0.18
H6 2.39237 -1.77414 5.08893  0.36
H7 -0.05397 -1.64495 4.66449  0.37
H8 -0.89027 -1.31953 2.40428  0.38
F1 1.69558 1.42458 -2.24557  -0.47
B1 1.59988 2.64174 -1.43137  0.61
F2 0.57092 3.41348 -1.92848  -0.38
F3 2.81048 3.28187 -1.41442  -0.33
F4 1.25017 2.12974 -0.14025  -0.45
C12 -2.33544 1.82865 0.75089  -0.80
N2 -3.11514 2.28500 -0.38452  -0.10
C13 -2.86339 3.69215 -0.63443  -0.90
C14 -2.79461 1.49937 -1.57415  -0.57
C15 -3.15352 0.03623 -1.44524  0.29
C16 -4.51296 -0.27711 -1.38359  -0.76
C17 -4.92901 -1.59260 -1.26118  -0.39
C18 -3.96918 -2.59798 -1.20008  -0.56
C19 -2.62208 -2.25779 -1.25721  -0.20
C20 -2.13936 -0.93681 -1.37425  -0.45
H9 -2.59817 2.40166 1.64256  0.40
H10 -1.24854 1.95889 0.59393  0.17
H11 -2.53925 0.77685 0.94928  0.27
H12 -3.12873 4.28054 0.24618  0.32
H13 -3.48061 4.03267 -1.46850  0.33
H14 -1.81106 3.89814 -0.88509  0.25
H15 -1.72071 1.60351 -1.82658  -0.01
H16 -3.32938 1.95347 -2.41621  0.65
H17 -5.24994 0.52003 -1.42222  0.33
H18 -5.98558 -1.83252 -1.21245  0.35
H19 -4.27289 -3.63502 -1.09956  0.34
H20 -1.91510 -3.08487 -1.17916  0.29

---

Entry 5:
Formula: C20H20BrN5OS
Source: the OMol25 dataset
Level of theory: ωB97M-V/def2-TZVPD

Its energy relative to the best compared isomer or geometry (same formula, charge and spin) is 0.0 kJ/mol. Its HOMO energy is -8.70 eV. The value obtained for the gap between HOMO and LUMO is 8.2 eV. As for the charge: 0. Its LUMO energy is -0.5 eV.

Each line ends with the Mulliken charge.
Element x y z (Å)
C1 -0.10563 3.11640 4.30926  -1.48
C2 0.43381 1.68803 4.09356  1.90
C3 1.58283 1.44588 5.10198  -1.48
C4 -0.69370 0.70114 4.44990  -1.79
C5 0.96084 1.43240 2.68165  -0.24
N1 0.61972 0.39992 1.97952  -0.72
N2 1.17633 0.50943 0.73374  -0.37
C6 1.91153 1.57313 0.68893  0.89
C7 2.74623 2.15124 -0.39557  -0.08
C8 2.99470 1.42644 -1.64845  0.25
O1 3.73627 1.92273 -2.50520  -0.70
N3 2.42988 0.16388 -1.84181  -0.16
C9 2.37799 -0.55554 -3.11564  -0.89
C10 1.04896 -0.20465 -3.85168  -0.47
C11 -0.03050 -1.01432 -3.23657  0.48
N4 -0.49842 -0.69915 -2.06431  -0.44
C12 -1.44370 -1.61793 -1.63932  -0.28
C13 -2.06755 -1.57636 -0.38958  -0.40
C14 -3.10207 -2.48897 -0.13791  -0.48
C15 -3.46411 -3.46640 -1.12096  -0.56
C16 -2.74604 -3.53490 -2.28792  -0.28
C17 -1.73405 -2.62667 -2.55741  0.53
S1 -0.76929 -2.40459 -3.99034  -0.25
C18 3.32301 3.36754 -0.14936  -0.30
C19 3.20417 4.06331 1.14940  -0.56
Br1 4.21201 5.64923 1.55439  -0.21
C20 2.45557 3.45330 2.15264  0.24
N5 1.78532 2.23707 1.90862  0.17
H1 -0.87321 3.30533 3.53699  0.37
H2 0.69900 3.88271 4.21732  0.29
H3 -0.60041 3.20540 5.29418  0.43
H4 1.31165 1.87656 6.08681  0.39
H5 2.47913 1.93776 4.70967  0.33
H6 1.78353 0.37185 5.26048  0.37
H7 -0.27523 -0.31142 4.37562  0.38
H8 -1.10451 0.83489 5.44608  0.43
H9 -1.54121 0.79525 3.73520  0.34
H10 1.67668 -0.07466 -1.17285  0.40
H11 2.53625 -1.61548 -2.98202  0.40
H12 3.25319 -0.29202 -3.74939  0.43
H13 1.14492 -0.44493 -4.90081  0.39
H14 0.75900 0.85083 -3.76623  0.26
H15 -1.69857 -0.86008 0.35082  0.46
H16 -3.64102 -2.43413 0.81564  0.36
H17 -4.26200 -4.14762 -0.95441  0.41
H18 -3.01630 -4.32423 -3.01737  0.30
H19 3.97077 3.82166 -0.89061  0.59
H20 2.45468 3.91122 3.13380  0.37